{
  "formula": "C6H12O",
  "method": "ωB97M-V/def2-TZVPD",
  "orbital_gap_ev": 9.51,
  "e_homo_ev": -8.7,
  "max_force_ev_per_a": 0.5,
  "total_charge": 0,
  "species": ["C", "O", "C", "C", "C", "C", "C", "H", "H", "H", "H", "H", "H", "H", "H", "H", "H", "H", "H"],
  "coordinates": [[-1.9725, 2.0585, 0.2501], [-1.6288, 1.0299, 1.1900], [-0.4862, 1.1959, 1.7960], [0.6928, -0.4994, -0.2971], [-0.5418, -1.2033, -0.8035], [2.0233, -0.6039, -0.9757], [1.8005, -1.2723, 0.3545], [-1.6097, 1.7492, -0.7343], [-1.4982, 2.9943, 0.5480], [-3.0587, 2.1363, 0.2358], [0.5256, 0.4868, 0.1313], [-0.3807, 0.2423, 2.3689], [-1.0953, -0.5894, -1.5245], [-1.2247, -1.4437, 0.0196], [-0.2761, -2.1406, -1.3057], [2.6325, 0.2952, -0.9968], [2.1082, -1.2261, -1.8615], [2.2739, -0.8533, 1.2381], [1.7160, -2.3565, 0.3669]],
  "atomic_forces_ev_per_a": [[-0.1, 0.2, -0.2], [0.3, 0.1, 0.2], [-0.4, -0.3, 0.0], [-0.1, 0.1, 0.0], [0.0, -0.1, -0.1], [0.1, 0.1, -0.2], [0.1, -0.1, 0.2], [-0.1, 0.0, 0.1], [-0.1, -0.1, 0.0], [0.1, 0.0, 0.0], [0.1, -0.1, -0.1], [0.0, 0.2, 0.0], [0.1, -0.1, 0.1], [0.1, 0.0, -0.1], [0.0, 0.1, 0.1], [0.0, -0.2, 0.0], [0.0, 0.0, 0.1], [0.0, 0.0, -0.2], [0.0, 0.2, 0.0]]
}